Entry 1:
Molecular formula: C10H21N3O4
Method: DFT, ωB97M-V with the def2-TZVPD basis set

Geometry (Å):
O -5.61193 -0.35245 0.05860
O 1.02066 2.15218 -1.05874
O -1.53758 -0.93653 -0.91952
O -1.11006 2.52467 -0.80994
N -3.48005 1.29093 1.07335
N -1.04296 0.03561 0.92294
N 6.28028 -0.87478 -0.08534
C -3.89308 -1.65518 -1.17542
C 1.21807 -0.14472 -0.07053
C 3.82337 -0.61089 -0.21465
C -1.91665 -0.40435 0.07435
C -0.11620 1.88037 -0.54065
C -3.26534 -0.08984 0.71646
C 2.68678 0.17613 0.54232
C 5.20527 0.01650 0.12804
C 0.18057 0.79383 0.56168
C -4.25867 -0.40822 -0.39899
H 0.62846 1.35221 1.33229
H -4.57878 1.69196 0.90203
H -1.42651 0.40661 1.78583
H 3.90638 -1.76449 0.09775
H -3.57720 -2.29572 -0.17419
H 2.75506 -0.04773 1.67408
H 5.47375 0.91287 -0.35669
H 6.53603 -1.22239 -0.99231
H 1.06265 -0.31063 -1.10360
H -5.45259 -0.91540 1.08719
H 6.07979 -1.76989 0.40168
H -4.98756 -2.14624 -1.62986
H -3.51331 -0.70896 1.58803
H -3.07589 -1.38515 -2.01943
H 0.59931 3.18656 -1.28882
H 2.88672 1.21735 0.34250
H 3.81907 -0.61225 -1.30987
H -2.92301 1.84852 0.29408
H 0.92455 -1.17217 0.40386
H 5.02878 -0.04297 1.26579
H -4.34817 0.38465 -1.10432

Values from the calculation:
energy above the lowest of the compared OMol25 structures with the same formula, charge and spin	688.8	kJ/mol
electronic energy	-23365.019	eV
gap between HOMO and LUMO	9.219	eV

Atomic partial charges in e from the Löwdin method, atoms 1 to 8: O -0.118; O 0.100; O 0.090; O 0.094; N 0.007; N 0.110; N -0.044; C -0.071

---

Entry 2:
Molecular formula: C4H9NO2S
Method: DFT, ωB97M-V with the def2-TZVPD basis set

Geometry (Å):
S -0.13624 -1.54556 -0.02893
O -1.94657 1.58491 -0.20825
O 1.89774 1.76216 0.17321
N 0.77404 0.95204 0.17152
C 2.47954 -0.73864 -0.26353
C 1.07203 -0.27327 -0.04794
C -2.35447 0.25532 -0.37188
C -1.62877 -0.70598 0.58623
H 1.50806 2.62781 0.39795
H -2.28310 -1.55961 0.79545
H -2.25354 -0.08067 -1.40819
H -0.98108 1.55475 -0.12290
H 2.53936 -1.80872 -0.45455
H -1.38112 -0.19843 1.53587
H 3.06546 -0.49927 0.62078
H -3.42168 0.24443 -0.12386
H 2.94973 -0.21671 -1.11530

Values from the calculation:
energy above the lowest of the compared OMol25 structures with the same formula, charge and spin	232.3	kJ/mol
electronic energy	-20712.625	eV
gap between HOMO and LUMO	9.586	eV

Atomic partial charges in e from the Löwdin method, atoms 1 to 8: S 0.958; O -0.092; O -0.048; N -0.056; C -0.093; C -0.656; C -0.329; C -0.448

---

Entry 3:
Molecular formula: C4H2FNO
Method: DFT, ωB97M-V with the def2-TZVPD basis set

Geometry (Å):
F 1.39691 -1.86819 0.26440
O 0.44684 2.03235 -0.95462
N -1.98780 -1.75306 0.52013
C -0.06657 -0.10837 -0.07876
C -0.41335 1.35186 -0.29346
C -1.25925 -1.00426 0.06904
C 1.18669 -0.52261 0.00421
H 2.13767 0.14888 0.08350
H -1.44115 1.72340 0.38556

Values from the calculation:
energy above the lowest of the compared OMol25 structures with the same formula, charge and spin	124.9	kJ/mol
electronic energy	-10432.461	eV
gap between HOMO and LUMO	9.996	eV

Atomic partial charges in e from the Löwdin method, atoms 1 to 8: F 0.017; O -0.006; N 0.172; C -0.203; C -0.165; C -0.166; C -0.025; H 0.180

---

Entry 4:
Molecular formula: C39H47N7O4ReS2
Method: DFT, ωB97M-V with the def2-TZVPD basis set

Geometry (Å):
Re 0.14273 0.01680 0.09419
S -2.02959 -0.12568 0.84946
S 2.62652 0.11477 -0.02193
O -0.54971 6.21195 1.31998
O -0.09222 -1.65972 -1.09439
O -1.07509 2.02519 -3.09363
O -0.03348 1.07707 -1.39831
N 2.70398 -1.98542 -1.66946
N 4.49172 -0.58750 -1.81318
N -2.53364 5.18237 1.00306
N 0.64796 -1.28554 1.65575
N 0.27660 1.74817 1.34955
N -3.69749 -2.15776 1.09050
N -2.18745 -2.53408 -0.54215
C 1.93232 5.72435 -1.53562
C 5.17616 1.71075 -1.08700
C 6.48033 0.40342 -2.63594
C -3.84742 3.48234 -0.23882
C -0.52041 2.78970 1.06815
C -4.31770 -1.43447 2.20525
C -3.43267 4.04319 1.11416
C -4.36919 -3.41477 0.71293
C -0.54141 3.94589 1.81883
C 0.20236 4.51689 -2.68197
C -1.73557 -4.53629 -2.44549
C -0.82580 -5.06130 -4.60392
C -0.20328 -3.01125 -3.51956
C 0.27812 4.01712 2.93941
C 1.60399 3.39326 -1.06676
C 1.07703 2.93175 3.25805
C 1.06782 1.82697 2.42875
C -0.11928 -3.86472 -4.60571
C -3.79067 -4.60512 1.45702
C 6.10184 2.73780 -1.21660
C 1.89429 -2.07302 4.79007
C 3.30520 -0.86424 -1.27948
C -2.66414 6.81321 -0.87442
C -1.10655 -2.43301 -1.27509
C 2.29059 4.57417 -0.84575
C -0.24404 2.15367 -2.24927
C -1.00861 -3.34805 -2.42982
C 1.41429 -2.86696 3.57169
C 5.36831 0.54205 -1.80836
C 0.97668 -1.99334 2.49530
C -1.23596 5.20698 1.35484
C 0.55265 3.36309 -1.97807
C 0.89450 5.69306 -2.45777
C -5.38756 -0.46626 1.73213
C -3.10332 6.45164 0.53675
C -2.63986 -1.73719 0.42082
C -1.63412 -5.39445 -3.52660
C 7.20694 2.60963 -2.04041
C 7.39591 1.43230 -2.74971
H -4.18712 6.34878 0.59337
H 1.73023 0.98947 2.60362
H -2.96607 3.27616 1.73313
H -1.15252 2.68457 0.19429
H -0.60769 4.47415 -3.39616
H -2.80287 7.23302 1.23597
H 4.83867 -1.30608 -2.43658
H -2.36292 -4.78605 -1.60220
H 3.10301 4.60171 -0.13201
H 2.20928 -3.49672 3.16534
H -5.42455 -3.27791 0.94741
H -4.32051 4.37603 1.65900
H 5.94834 3.65125 -0.65893
H 2.71988 -1.41446 4.52690
H 7.91663 3.41901 -2.13063
H 0.29658 4.92269 3.52977
H -3.54286 -0.92382 2.77559
H -3.85730 -4.47254 2.53687
H -0.75674 -5.72863 -5.45182
H -2.98803 3.18036 -0.84040
H -3.11963 7.75661 -1.16953
H -4.96395 0.29245 1.07579
H -5.83712 0.03188 2.58932
H 0.48136 -3.59395 -5.46252
H 2.24590 -2.77251 5.54435
H -4.49599 2.61690 -0.10768
H 6.63269 -0.51157 -3.19576
H 1.88927 2.49692 -0.54015
H 1.72287 -2.13387 -1.42780
H 0.57614 -3.52105 3.82041
H -4.40075 4.22258 -0.81510
H -4.74845 -2.19655 2.85506
H -2.96559 6.05160 -1.59311
H -4.27055 -3.53922 -0.36245
H -1.58036 6.93067 -0.91619
H 4.33162 1.84030 -0.43307
H 0.29900 -2.05251 -3.53965
H 0.62482 6.58726 -3.00170
H 8.25421 1.31274 -3.39491
H -6.17833 -0.98335 1.19047
H -4.34451 -5.50567 1.19904
H 2.46189 6.64950 -1.35287
H -2.74610 -4.75440 1.18575
H -2.19053 -6.32092 -3.53360
H 1.08545 -1.48398 5.21767
H 1.72664 2.94712 4.12008
H 3.05504 -2.49838 -2.46490

Values from the calculation:
net charge	+2
multiplicity	2
energy above the lowest of the compared OMol25 structures with the same formula, charge and spin	97.2	kJ/mol
<S²>	0.76
electronic energy	-83617.737	eV
gap between HOMO and LUMO (alpha / beta)	6.368 / 6.643	eV

Atomic partial charges in e from the Löwdin method, atoms 1 to 8: Re 1.159; S 0.779; S 0.764; O 0.091; O -0.237; O 0.169; O -0.282; N 0.148

---

Entry 5:
Molecular formula: C20H62O12V
Method: DFT, ωB97M-V with the def2-TZVPD basis set

Geometry (Å):
V -0.02246 -0.14924 -0.28094
O 0.10419 0.30558 -2.49985
O -4.12925 1.25718 4.01514
O -0.13429 -2.41411 -0.15930
O -0.00739 2.04003 -0.25137
O 2.81703 -0.58760 2.68861
O 4.25820 1.17042 -1.18722
O -2.80731 -1.85515 -3.08601
O -3.09768 -2.80464 -0.05909
O -2.00794 -0.40739 -0.87504
O -0.19519 -0.30052 2.07592
O 2.08695 -0.10702 -0.24744
O 2.58942 3.28154 -0.70440
C 4.57158 4.58948 -0.23702
C 5.29219 0.69520 -0.43058
C -1.45795 -1.29916 3.98723
C 0.59575 0.19900 -3.84703
C -1.12597 2.88274 -0.67231
C 2.07443 0.08491 -3.90421
C 4.01031 -0.84936 3.40038
C 5.86849 -0.57966 -1.02070
C -1.74900 3.38490 0.64902
C -3.50020 -1.12037 -5.19945
C -4.76503 0.49558 2.98078
C -3.65385 -0.92923 -3.78499
C 1.62562 -3.56656 -1.52636
C -1.17252 -0.14585 2.99649
C 0.80878 -3.50683 -0.24722
C -4.77839 1.34286 1.71502
C -5.35388 -3.18377 -0.12438
C 3.98607 0.19850 4.54850
C -4.30535 -2.45952 0.51549
C 3.21238 4.12022 0.32353
H -4.64657 1.24057 4.82365
H 1.52432 -3.42604 0.57106
H -5.02708 2.38295 1.92593
H 2.41231 -4.32028 -1.56023
H -5.56741 0.95658 1.06979
H -3.77887 -2.10635 -5.57133
H 2.63689 -0.85293 -0.55680
H -2.85300 0.08290 -0.87284
H 2.32152 0.21384 -4.95798
H -2.03791 -0.25091 2.34215
H 2.52446 0.88641 -3.31841
H -2.49929 -1.40346 -2.29690
H -2.75362 -2.04856 -0.54031
H -0.58488 -1.33006 4.63908
H 2.37900 -0.81716 -3.37355
H -1.25573 4.22021 1.14604
H 3.03230 -0.65694 1.75563
H 3.05806 2.44967 -0.80426
H 4.00698 -1.82146 3.89346
H 6.07808 1.43793 -0.29338
H 3.17383 -0.00339 5.24680
H 4.73502 5.60247 -0.60474
H 4.86570 0.24740 5.19035
H 0.26935 -4.45373 -0.22440
H -5.31976 -3.12759 -1.21240
H 3.45499 3.37159 1.07772
H -4.29274 -0.47378 -5.57614
H -2.49035 -0.82087 -5.47981
H 6.48658 -0.46521 -1.91118
H 4.93760 -0.77768 2.83198
H -4.58226 -1.42450 0.31509
H 5.26924 4.51422 0.59707
H -0.74928 3.67442 -1.31996
H -4.28893 -2.58341 1.59831
H -3.37206 0.04890 -3.39516
H 2.62929 4.97211 0.67338
H 0.55172 -0.40117 2.67056
H -3.84839 1.44632 1.15602
H 3.88953 1.20058 4.13062
H -1.68995 2.71452 1.50646
H -1.81520 2.32408 -1.30551
H -4.70964 -1.10510 -3.57894
H -5.37266 -4.24825 0.10936
H 5.23827 -1.46172 -1.13429
H 4.83824 0.45993 0.53207
H 6.59334 -0.95372 -0.29767
H 0.30723 1.11026 -4.37091
H -5.75886 0.30127 3.38408
H -2.36556 -1.17228 4.57736
H -1.59110 -2.32560 3.64550
H -4.30423 -0.47242 2.78394
H -0.85262 0.37028 -2.54384
H 2.10564 -2.59081 -1.60108
H 0.00489 -0.57798 -4.33210
H -0.85332 0.75679 3.51750
H 0.96890 -3.62122 -2.39459
H -1.03634 -2.74260 -0.15966
H -6.30052 -2.72199 0.15619
H 3.55226 0.54925 -0.99388
H 0.78296 2.58390 -0.28507
H -2.74846 3.73116 0.38578
H 5.08041 3.92650 -0.93678

Values from the calculation:
multiplicity	4
<S²>	3.75
electronic energy	-72000.679	eV
gap between HOMO and LUMO (alpha / beta)	7.342 / 9.999	eV

Atomic partial charges in e from the Löwdin method, atoms 1 to 8: V 0.879; O -0.141; O -0.091; O -0.122; O -0.163; O -0.090; O -0.107; O -0.090

---

Entry 6:
Molecular formula: C41H90F7N9O17S5
Method: DFT, ωB97M-V with the def2-TZVPD basis set

Geometry (Å):
S 2.89121 6.64718 0.54216
S 1.22165 1.59107 6.26825
S 1.65377 -0.03700 7.95611
S 0.68007 6.96146 -0.08941
S -4.70712 2.34421 0.56659
F -5.11982 1.80675 3.19729
F 3.03310 -0.28807 8.88298
F -3.21281 1.00194 2.46026
F -0.11806 7.36508 -1.40239
F -3.39163 3.06178 2.84107
F 1.32784 3.15677 5.83076
F 4.31255 7.19247 0.00499
O 1.66988 0.91690 5.04933
O 0.65440 -0.06381 9.01067
O 3.59067 -0.12956 -4.57600
O 3.14656 5.22837 0.51815
O 1.68254 -1.13833 6.98700
O -3.50724 2.88541 -0.15542
O -0.22121 1.51008 6.44767
O -0.81355 -3.44755 1.86298
O 3.16985 1.04160 -2.92101
O 1.69820 0.87552 -4.42191
O -0.02652 -4.17155 0.05333
O 0.06387 7.82639 0.92038
O 0.36154 5.55341 -0.04926
O 2.77064 7.29100 1.80400
O -1.60761 -2.63986 0.07737
O -5.12031 1.00796 0.13248
O -5.80074 3.33327 0.59827
N -0.82716 -3.46816 0.66007
N 2.14460 1.56489 7.44952
N 0.34062 1.01524 0.63128
N 2.00319 7.32456 -0.75530
N -3.99422 -5.27712 -1.61152
N 1.99987 -3.82515 -3.89834
N 6.04668 0.39439 7.20683
N -4.54194 4.87731 -4.27872
N 2.82118 0.61737 -3.94821
C -0.45361 2.25774 1.12794
C -3.59216 -5.72982 -0.16690
C -3.57033 3.99582 -5.15795
C -5.17635 -1.54656 -2.45634
C -1.98849 -6.59619 -1.82000
C 1.82164 2.36974 1.98423
C -4.53676 -2.91928 -2.75837
C -3.73527 5.19513 -2.94175
C 8.45493 0.42664 8.00552
C 0.34852 2.82771 2.26857
C 0.26420 -3.07721 -5.49085
C 1.82181 1.40416 0.77518
C 5.58803 1.79771 7.54766
C -4.89524 6.18416 -4.90759
C -2.50030 -5.21263 -2.23435
C 4.35045 -2.09110 -1.43565
C 3.30836 -3.34377 -3.23873
C -2.27859 4.70385 -3.20245
C 3.00971 -2.54413 -2.06940
C -2.52153 -6.85268 -0.38082
C -0.03611 -0.10383 1.58094
C 7.58706 0.43226 6.76603
C -5.89069 2.81262 -3.42588
C 1.15414 -4.86625 -3.08400
C -1.54349 -0.23069 -2.63338
C 4.67791 -0.62396 3.66133
C 7.65939 -0.52421 8.92874
C -5.01421 -6.25014 -2.28000
C 5.23867 0.30246 4.75811
C 5.20830 -0.33825 6.13830
C -4.66835 -3.87151 -1.48202
C 1.09132 -2.62794 -4.37066
C 2.26405 -4.55503 -5.24668
C -5.93013 4.27390 -3.92429
C 6.16783 -0.46908 8.45891
C 1.00910 -4.21695 -6.16725
C -4.07943 2.04311 2.37416
C -2.44050 3.61760 -4.20424
C 0.15973 0.61020 -0.89966
C -1.31864 0.63630 -1.41954
C -7.20936 2.36459 -2.98906
H 3.95550 -4.17752 -2.96638
H 1.98795 1.98149 -0.13432
H 8.50059 1.42749 8.43484
H -0.34047 2.93353 0.28024
H -4.22938 4.68833 -2.11283
H -5.84219 -6.26411 -1.57123
H -5.08772 2.62479 -2.71310
H 0.74434 1.24746 -1.56315
H 0.30253 -5.13668 -3.70828
H 4.92962 -1.66965 3.83822
H -1.53382 2.11666 1.16470
H -4.18637 -3.36835 -0.64380
H -4.65585 -1.04381 -1.64122
H 5.75146 -1.46516 8.30869
H -5.14722 -0.87563 -3.31489
H 4.56134 1.75243 7.91091
H -7.93761 2.48997 -3.79033
H -3.82090 6.22643 -2.59943
H 0.27935 -1.04182 1.12404
H -3.26772 4.67878 -5.95173
H 9.48482 0.09777 7.86669
H 3.19997 -4.16723 -5.64887
H -2.20227 -7.41643 -2.50529
H -3.46998 -2.86496 -2.97544
H -2.98630 -4.94900 0.29283
H 2.45122 -3.14218 -1.34932
H 0.77905 -4.33554 -2.20893
H 2.43362 -1.63115 -2.21999
H 3.58957 -0.64466 3.71778
H 4.97178 -1.43808 -2.04852
H -5.70408 -4.04279 -1.18870
H -1.55014 3.43919 -4.80718
H -2.74934 2.69634 -3.71027
H 6.21301 0.62607 4.39199
H -5.10076 -5.76384 -3.25166
H 7.66742 -0.49515 6.19897
H -0.12283 2.53239 3.20596
H 0.02757 -2.24556 -6.15452
H -4.43718 -7.15080 -2.48964
H -5.40806 5.95337 -5.84132
H 1.36100 -3.74311 -7.08362
H -1.86781 0.20789 -0.58111
H 6.25077 2.20580 8.31078
H -5.61178 2.26950 -4.32883
H 2.18987 -5.63717 -5.13913
H 8.05533 -1.53377 8.81865
H -1.11427 -0.17722 1.72336
H 2.30846 1.82591 2.79377
H 4.25442 -1.60794 -0.46331
H -6.39079 4.90867 -3.16735
H 7.82399 1.29986 6.15021
H 0.53620 -0.08723 2.50845
H -6.55734 4.13306 -4.80456
H 2.45870 3.21348 1.71900
H 4.24498 -0.51190 6.61785
H 1.68763 -5.75919 -2.75821
H 5.64444 2.39347 6.63662
H 3.79140 -2.79557 -4.04757
H 0.55779 -2.06788 -3.60269
H 5.65524 -1.32695 6.03424
H -4.99409 -3.30951 -3.66758
H 4.85935 -0.18593 2.67985
H -1.94381 -4.36386 -1.83683
H -1.58139 5.51436 -3.41476
H 0.26488 3.91411 2.23962
H -2.60432 -0.28419 -2.87805
H 4.71309 1.25698 4.73068
H -1.14533 -1.21811 -2.39979
H -1.69022 -6.72264 0.31208
H -2.51093 -5.09361 -3.31778
H 5.06205 -2.88438 -1.20667
H -1.75675 1.63436 -1.42387
H -3.93760 6.65075 -5.13851
H 0.38819 -5.09144 -6.36179
H -4.12595 3.22457 -5.69139
H 7.73624 -0.18764 9.96262
H 5.44241 -0.18045 9.21954
H -2.82475 -7.89197 -0.25415
H 1.82028 -1.85751 -4.62198
H -5.46828 6.78037 -4.19748
H -6.22114 -1.69552 -2.18370
H -0.90872 -6.58429 -1.67148
H -0.71608 -3.41095 -5.15060
H -7.62607 2.98002 -2.19175
H -7.30188 1.30152 -2.76674
H 2.53391 0.57998 0.73340
H 0.59185 -0.38813 -0.96830
H -1.07302 0.06821 -3.57009
H -1.92168 4.38846 -2.22202
H -4.46900 -5.90706 0.45587

Values from the calculation:
net charge	-1
multiplicity	2
<S²>	0.75
electronic energy	-165377.164	eV
gap between HOMO and LUMO (alpha / beta)	1.583 / 6.763	eV

Atomic partial charges in e from the Löwdin method, atoms 1 to 8: S 0.534; S 0.401; S 0.648; S 0.391; S 0.515; F 0.114; F -0.267; F 0.096

---

electronic energy of number 1 (C10H21N3O4)? -23365.019 eV

---

Number 2 is which compound? C4H9NO2S